A single C5H8N2 molecule, computed with ωB97M-V/def2-TZVPD.

CARTESIAN COORDINATES (ANGSTROEM)
N (0.34, 0.00, -0.25)
N (2.32, 0.95, -0.21)
C (2.38, -0.23, 0.45)
C (1.17, -0.83, 0.44)
C (-1.04, -0.19, -0.63)
C (-2.04, 0.04, 0.47)
C (1.08, 1.07, -0.61)
H (0.70, 1.98, -1.01)
H (-1.94, 1.04, 0.89)
H (-1.04, 0.51, -1.57)
H (3.29, -0.61, 0.88)
H (-1.13, -1.17, -1.07)
H (0.85, -1.77, 0.83)
H (-3.06, -0.08, 0.11)
H (-1.88, -0.68, 1.27)

Properties
SMILES: CCn1ccnc1
orbital gap: 9.6 eV
LUMO: 0.033 hartree
HOMO level: -8.753 eV
energy above the lowest of the compared OMol25 structures with the same formula, charge and spin: 10.4 kcal/mol